{
  "formula": "C11H9BrN4O3",
  "method": "ωB97M-V with the def2-TZVPD basis set",
  "species": ["O", "C", "N", "C", "O", "C", "C", "C", "C", "N", "C", "O", "C", "N", "C", "Br", "C", "C", "N", "H", "H", "H", "H", "H", "H", "H", "H", "H"],
  "positions_angstrom": [[-4.37865, -0.78424, 1.03179], [-3.49953, 0.05899, 0.89127], [-3.65545, 1.20554, 0.19195], [-2.43822, 1.56272, -0.26616], [-2.41636, 2.40168, -1.14336], [-1.44154, 0.68276, 0.34170], [-0.09332, 0.63629, 0.13295], [0.60406, 1.58060, -0.82511], [0.80077, 0.83752, -2.14405], [2.02853, 0.03828, -2.14399], [2.54357, -0.71788, -1.08999], [3.49231, -1.41859, -1.40682], [1.88517, -0.94344, 0.24354], [2.37903, -1.85998, 1.15409], [1.51631, -1.92738, 2.25157], [1.83450, -2.97596, 3.81050], [0.58566, -0.94146, 2.08397], [0.75576, -0.35442, 0.78517], [-2.18872, -0.18525, 1.13703], [-4.45133, 1.27797, -0.39512], [1.57662, 1.88565, -0.43780], [0.05638, 2.50508, -0.96108], [0.84666, 1.62506, -2.91956], [-0.05637, 0.18959, -2.36935], [2.54281, -0.12623, -3.01578], [3.22937, -2.39552, 0.97304], [-0.15821, -0.69774, 2.82125], [-1.89982, -1.15965, 1.26834]],
  "lumo_ha": -0.0200,
  "gap_ev": 8.15,
  "spin_multiplicity": 1,
  "de_lowest_kj_mol": 0.0,
  "total_energy_ha": -3443.38266,
  "smiles": "O=C1NC(=O)/C(=C2\\CCNC(=O)c3[nH]c(Br)cc32)N1",
  "homo_energy_ev": -8.69
}


{
  "formula": "C50H93ClN2O14",
  "method": "ωB97M-V with the def2-TZVPD basis set",
  "species": ["C", "C", "O", "C", "C", "O", "C", "C", "C", "C", "C", "N", "C", "C", "C", "C", "C", "O", "C", "C", "Cl", "C", "C", "N", "C", "C", "C", "C", "C", "C", "C", "C", "C", "C", "C", "C", "O", "H", "H", "H", "H", "H", "H", "H", "H", "H", "H", "H", "H", "H", "H", "H", "H", "H", "H", "H", "H", "H", "H", "H", "H", "H", "H", "H", "H", "H", "H", "H", "H", "H", "C", "C", "O", "H", "H", "H", "H", "H", "H", "C", "C", "O", "H", "H", "H", "H", "H", "H", "C", "C", "O", "H", "H", "H", "H", "H", "H", "C", "C", "O", "H", "H", "H", "H", "H", "H", "C", "C", "O", "H", "H", "H", "H", "H", "H", "C", "C", "O", "H", "H", "H", "H", "H", "H", "C", "C", "O", "H", "H", "H", "H", "H", "H", "C", "C", "O", "H", "H", "H", "H", "H", "H", "C", "C", "O", "H", "H", "H", "H", "H", "H", "C", "C", "O", "H", "H", "H", "H", "H", "H"],
  "positions_angstrom": [[-2.58728, -1.21630, 7.09841], [-1.53965, -2.10315, 6.45192], [-2.03587, -3.37119, 6.06746], [-2.76096, -3.34627, 4.85312], [-1.81806, -3.48890, 3.66717], [-2.55569, -4.02083, 2.57070], [-1.76595, -4.60422, 1.55811], [-0.56339, -3.77146, 1.17755], [0.76732, -4.19614, 1.35988], [1.12687, -5.52871, 1.98430], [1.50360, -6.55741, 0.89027], [2.86331, -6.42498, 0.36757], [1.82648, -3.35777, 0.98968], [1.61156, -2.10691, 0.43989], [0.30268, -1.66840, 0.30664], [-0.76473, -2.48292, 0.66004], [-2.12439, -1.87935, 0.48131], [-3.05846, -2.47669, 0.03241], [-2.19260, -0.44548, 0.89411], [-3.26373, 0.08617, 1.61280], [-4.60359, -0.93082, 2.03740], [-3.21723, 1.40950, 2.03130], [-4.29552, 2.06543, 2.87360], [-3.70287, 2.50793, 4.13372], [-3.18963, 1.40639, 4.95119], [-2.11315, 2.19585, 1.71040], [-1.03751, 1.70685, 0.98730], [0.16718, 2.57117, 0.71723], [1.39486, 2.03952, 1.42911], [1.39489, 1.84503, 2.81190], [2.52739, 1.33381, 3.43209], [3.67092, 1.02619, 2.69818], [3.68820, 1.23321, 1.32376], [2.54800, 1.73782, 0.70755], [-1.09972, 0.36666, 0.57580], [-0.00998, -0.31051, -0.18416], [0.54737, 0.18200, -1.13125], [-2.83316, -1.55779, 8.09764], [-3.49458, -1.15889, 6.50407], [-2.19843, -0.20170, 7.18232], [-1.06644, -1.58387, 5.61571], [-0.75675, -2.29766, 7.18161], [-3.29875, -2.40227, 4.75420], [-3.48733, -4.15267, 4.84951], [-1.45689, -2.49775, 3.38570], [-0.99620, -4.15426, 3.93209], [-1.47279, -5.62269, 1.79973], [-2.40632, -4.67533, 0.68659], [1.95547, -5.40391, 2.67654], [0.27845, -5.91901, 2.53140], [0.82041, -6.39422, 0.06349], [1.32987, -7.56335, 1.26809], [3.47659, -5.97505, 1.03195], [2.85499, -5.87127, -0.47548], [2.83805, -3.67403, 1.17638], [2.43164, -1.45714, 0.18237], [-5.12407, 1.37948, 3.03237], [-4.64023, 2.93142, 2.31385], [-4.37268, 3.04571, 4.66142], [-3.51436, 0.42623, 4.59919], [-2.10031, 1.41818, 4.95504], [-3.50956, 1.50644, 5.98396], [-2.06875, 3.21995, 2.04742], [-0.02176, 3.56310, 1.12043], [0.35878, 2.57907, -0.34743], [0.51593, 2.09323, 3.38795], [2.49509, 1.17085, 4.50042], [4.53861, 0.61901, 3.19827], [4.56845, 0.99591, 0.74865], [2.54288, 1.88313, -0.35867], [5.95220, -5.18564, 4.14750], [5.22640, -3.94093, 3.67166], [3.81596, -4.04186, 3.86377], [5.58114, -6.06688, 3.62287], [7.02623, -5.10306, 3.97646], [5.78529, -5.34457, 5.21525], [5.38127, -3.79390, 2.60319], [5.60190, -3.05481, 4.19330], [3.65433, -4.15710, 4.80523], [-1.25865, 1.76386, -4.43511], [-0.87304, 2.70576, -3.31790], [-1.47063, 2.25657, -2.10282], [-2.34077, 1.70319, -4.53002], [-0.85461, 2.07271, -5.40024], [-0.89528, 0.75754, -4.21777], [-1.24822, 3.71372, -3.50196], [0.21777, 2.75885, -3.20843], [-1.13369, 1.36981, -1.92924], [5.26427, 4.70539, 3.80850], [5.26945, 4.19861, 5.23957], [3.96583, 3.81647, 5.66683], [4.58840, 5.55542, 3.71091], [6.26390, 5.01397, 3.49718], [4.91391, 3.92731, 3.12553], [5.60123, 4.97966, 5.92209], [5.95245, 3.34746, 5.34173], [3.66771, 3.11772, 5.07674], [1.49358, 6.61307, -2.64018], [1.39694, 6.16403, -1.19340], [0.05536, 5.85706, -0.82357], [0.86470, 7.48771, -2.80946], [2.52241, 6.86297, -2.90563], [1.14638, 5.82370, -3.31234], [1.72721, 6.95701, -0.52423], [2.03322, 5.28773, -1.02329], [-0.24688, 5.14303, -1.39501], [-5.25366, 0.42031, -1.98255], [-5.10476, 0.64567, -3.47681], [-4.68747, 1.97543, -3.77053], [-5.97538, 1.12239, -1.56161], [-5.58640, -0.59704, -1.76913], [-4.30092, 0.58591, -1.47264], [-6.05482, 0.49781, -3.98872], [-4.37898, -0.06381, -3.89293], [-3.84791, 2.10900, -3.31515], [3.33942, 2.24104, -4.67014], [3.43061, 3.29361, -3.58470], [3.73424, 2.72272, -2.30875], [2.58075, 1.49811, -4.41558], [3.08981, 2.68934, -5.62913], [4.29113, 1.71359, -4.77555], [2.47541, 3.80675, -3.46937], [4.19007, 4.03765, -3.84030], [4.58308, 2.27663, -2.38168], [6.95891, 5.15858, -6.05569], [6.00103, 4.48522, -7.02133], [4.66154, 4.49613, -6.53193], [6.92652, 4.66616, -5.08292], [7.98263, 5.12540, -6.43079], [6.68236, 6.20457, -5.90362], [6.26853, 3.43857, -7.15736], [6.03671, 4.97479, -7.99989], [4.39816, 5.41478, -6.41866], [-1.52371, -3.27407, -5.63616], [-1.37240, -1.77768, -5.44973], [-0.53489, -1.18418, -6.43788], [-0.54887, -3.76068, -5.59963], [-2.15623, -3.69570, -4.85317], [-1.96960, -3.50894, -6.60622], [-0.91134, -1.57432, -4.48321], [-2.35297, -1.28758, -5.46717], [-0.93676, -1.34393, -7.29682], [-9.59625, 1.05034, -1.26467], [-9.11560, 1.98014, -0.16577], [-9.56713, 1.56172, 1.12022], [-10.68532, 0.99760, -1.26770], [-9.25730, 1.39418, -2.24323], [-9.21820, 0.03770, -1.10397], [-9.50640, 2.98488, -0.31683], [-8.02169, 2.03823, -0.16516], [-9.21964, 0.67927, 1.28019], [-0.51054, -5.77069, -2.77159], [0.46656, -6.39263, -3.75284], [1.13016, -5.39241, -4.52335], [-1.25093, -5.17166, -3.30021], [-1.02867, -6.53332, -2.18696], [0.01246, -5.10288, -2.08182], [-0.05487, -7.03774, -4.45782], [1.21105, -6.99773, -3.22389], [1.60427, -4.82275, -3.91012]],
  "lumo_ha": -0.0223,
  "gap_ev": 8.37,
  "spin_multiplicity": 1,
  "total_energy_ha": -3583.92144,
  "smiles": "CCOCCOCc1c(CCN)ccc2c1C(=O)c1c(Cl)c(CNC)cc(Cc3ccccc3)c1C2=O.CCO.CCO.CCO.CCO.CCO.CCO.CCO.CCO.CCO.CCO",
  "homo_energy_ev": -8.97
}


{
  "formula": "CH4N4O2S",
  "method": "ωB97M-V with the def2-TZVPD basis set",
  "species": ["C", "N", "N", "N", "N", "O", "O", "S", "H", "H", "H", "H"],
  "positions_angstrom": [[-0.26076, 0.49218, 0.43892], [-0.82433, 1.22794, 1.36695], [-0.72579, -0.77242, 0.61155], [0.69686, 0.59397, -0.43717], [1.80497, 3.76230, 0.67211], [2.20464, 2.82891, 0.07050], [2.31117, 4.86520, 0.75792], [0.33777, 3.58235, 1.43840], [-0.75707, -1.57680, -0.02760], [-1.43654, -0.70926, 1.31638], [1.30643, 1.45562, -0.39076], [1.41004, -0.12510, -0.54781]],
  "lumo_ha": [-0.0833, -0.0834],
  "gap_ev": [7.42, 7.42],
  "spin_multiplicity": 1,
  "de_lowest_kj_mol": 376.5,
  "total_energy_ha": -807.96719,
  "homo_energy_ev": [-9.69, -9.69]
}


{
  "formula": "C11H27F6NO9S2V2",
  "method": "ωB97M-V with the def2-TZVPD basis set",
  "species": ["V", "V", "C", "O", "H", "H", "H", "C", "F", "F", "F", "S", "O", "O", "N", "S", "O", "O", "C", "F", "F", "F", "C", "C", "O", "H", "H", "H", "H", "H", "H", "C", "C", "O", "H", "H", "H", "H", "H", "H", "C", "C", "O", "H", "H", "H", "H", "H", "H", "C", "C", "O", "H", "H", "H", "H", "H", "H"],
  "positions_angstrom": [[-1.78681, -1.47547, -2.06147], [-0.84317, -3.83455, 0.31627], [-0.65194, -0.74216, 0.99249], [-1.05266, -1.70113, 0.02480], [-1.31253, 0.12368, 0.93984], [-0.60997, -1.13087, 2.00969], [0.34847, -0.34928, 0.76911], [2.34613, -0.87188, -1.40251], [3.48827, -0.68659, -1.99684], [2.55095, -1.28648, -0.15571], [1.60986, 0.22685, -1.41710], [1.37234, -2.22989, -2.29534], [2.23902, -2.85640, -3.20603], [0.87261, -3.08639, -1.21440], [0.06431, -1.42660, -2.98788], [0.45243, -0.74424, -4.42036], [-0.58985, 0.17581, -4.74149], [1.79007, -0.28156, -4.43299], [0.35470, -2.13629, -5.68558], [1.50401, -2.21456, -6.30418], [0.04684, -3.28166, -5.05373], [-0.60761, -1.86256, -6.54844], [-2.86914, 2.19745, 2.08905], [-4.07163, 2.22844, 3.02637], [-3.93840, 3.38907, 3.83749], [-2.84078, 3.13514, 1.53114], [-3.09510, 1.38318, 1.39540], [-1.94876, 2.13543, 2.66543], [-3.99713, 1.33108, 3.65333], [-5.01026, 2.32517, 2.47733], [-4.69711, 3.46169, 4.42442], [2.24697, -2.47043, 3.01822], [1.89867, -3.54552, 2.01523], [0.40521, -3.78267, 2.00821], [1.93934, -1.47876, 2.68753], [3.33798, -2.48334, 3.10474], [1.86937, -2.62825, 4.03005], [2.35486, -4.49049, 2.29889], [2.11773, -3.24909, 0.99752], [0.11841, -3.92980, 2.92066], [1.59191, 2.64065, 1.05552], [2.25883, 1.80017, 2.16083], [2.99423, 2.65604, 2.98863], [1.31840, 2.01481, 0.21467], [2.28119, 3.45931, 0.86659], [0.69857, 3.05285, 1.53334], [2.92201, 1.06038, 1.66958], [1.52146, 1.17684, 2.69440], [3.35465, 2.14263, 3.71859], [-1.70070, 2.84179, -1.37227], [-1.14892, 1.53407, -1.89016], [-2.23617, 0.62260, -2.32808], [-0.86693, 3.45781, -1.04403], [-2.37294, 2.66949, -0.53409], [-2.32034, 3.32103, -2.13338], [-0.63264, 0.98309, -1.10029], [-0.43257, 1.67765, -2.69869], [-2.63576, 1.03270, -3.11033]],
  "lumo_ha": [-0.3235, -0.3227],
  "gap_ev": [5.45, 5.47],
  "spin_multiplicity": 7,
  "total_energy_ha": -4450.10661,
  "total_charge": 2,
  "homo_energy_ev": [-14.25, -14.25]
}